Formula: CH2N2O2S
Source: OMol25
Level of theory: ωB97M-V with the def2-TZVPD basis set

CARTESIAN COORDINATES (ANGSTROEM)
C: -0.64367 0.09413 0.73783
N: -0.18012 1.24971 0.26818
N: 0.51188 -1.09693 -0.70717
O: 1.30678 -0.39979 -1.32298
O: 0.42514 -2.30629 -0.69755
S: -1.75974 -0.79419 1.42610
H: 0.55136 1.04353 -0.33771
H: -0.21163 2.20982 0.63331

Cartesian forces, eV/Å:
-0.8790 -0.1080 -1.4721
-1.3071 -0.9393 2.0407
-0.5345 0.2533 1.6471
-0.2367 -0.5037 -0.0220
0.0865 1.4094 -0.2969
1.2751 0.9604 -0.1620
2.1080 -0.0343 -1.9745
-0.5123 -1.0378 0.2397

Its highest occupied orbital energy (alpha / beta) is -0.32492 / -0.32495 Eh. As for the energy above the lowest of the compared OMol25 structures with the same formula, charge and spin: 569.1 kJ/mol. As for the multiplicity: 1.

Results of the natural (NBO) charge analysis, in e, for atoms 1 through 4: atom 1 (C): 0.132, atom 2 (N): -0.788, atom 3 (N): 0.422, atom 4 (O): -0.440

---

Formula: C9H15NO
Source: OMol25
Level of theory: ωB97M-V with the def2-TZVPD basis set

CARTESIAN COORDINATES (ANGSTROEM)
C: -3.46439 1.27360 -1.82339
C: -3.06392 0.92493 -0.71578
C: -0.40862 0.83067 0.25816
C: -2.80674 -1.39145 0.41075
C: 1.68507 -0.93042 -1.06623
C: 2.50062 1.41207 -0.08169
C: 2.58952 -0.63377 1.21323
C: -2.75765 0.17927 0.49872
C: 1.78649 -0.02106 0.13908
N: 0.49382 0.09506 0.65475
O: -1.53676 0.92247 0.99106
H: -3.93383 1.59362 -2.69938
H: -0.47544 1.43891 -0.69986
H: -3.79118 -1.82391 0.46618
H: -2.35153 -1.92536 -0.42798
H: -2.33080 -1.84182 1.34253
H: 2.11564 -0.46044 -1.98878
H: 2.00723 -1.88099 -0.89386
H: 0.63434 -0.91238 -1.35532
H: 1.89455 2.16080 -0.57147
H: 3.41064 1.18775 -0.73294
H: 2.99509 1.83347 0.75171
H: 2.18198 -1.67051 1.43718
H: 3.65561 -0.56299 1.19295
H: 2.37474 -0.24213 2.28707
H: -3.40451 0.44461 1.41328

Cartesian forces, eV/Å:
1.1090 -0.9141 3.4274
-2.2248 -0.3659 -3.0118
-0.7256 0.7508 -1.8071
1.7481 -0.3710 1.4282
-1.0295 3.6262 -2.5970
0.8653 -2.0974 -2.5527
-0.8884 -1.9679 4.4459
0.2602 1.1011 1.9684
1.8332 2.4319 -0.1872
-1.0212 0.0026 1.8328
-1.2684 -1.5632 0.5721
-0.1147 0.4006 -0.7957
0.4676 -0.4664 0.9622
-0.8542 0.6696 -0.0946
0.2988 0.7655 -0.1531
-0.2476 0.8844 -1.0338
0.3711 -0.6353 0.8504
0.9970 -2.5604 0.3161
-0.0666 -0.6185 0.0780
-0.2263 0.0745 -0.1900
-1.2298 0.3323 0.3251
-0.2063 0.2471 1.5181
1.0068 0.6531 -0.7528
0.7374 -0.3953 -0.7754
0.0084 0.2912 -1.9327
0.4005 -0.2754 -1.8410

Its highest occupied orbital energy is -0.33689 Eh. Its SMILES is C#C[C@@H](C)O/C=N/C(C)(C)C. As for the energy above the lowest of the compared OMol25 structures with the same formula, charge and spin: 498.3 kJ/mol. As for the multiplicity: 1.

Results of the natural (NBO) charge analysis, in e, for atoms 1 through 4: atom 1 (C): -0.221, atom 2 (C): -0.030, atom 3 (C): 0.405, atom 4 (C): -0.642

---

Which formula does entry 1 have?
CH2N2O2S

---

Which value of multiplicity does entry 2 give?
1

---

Please write out number 2 again, unchanged.
Formula: C9H15NO
Source: OMol25
Level of theory: ωB97M-V with the def2-TZVPD basis set

CARTESIAN COORDINATES (ANGSTROEM)
C: -3.46439 1.27360 -1.82339
C: -3.06392 0.92493 -0.71578
C: -0.40862 0.83067 0.25816
C: -2.80674 -1.39145 0.41075
C: 1.68507 -0.93042 -1.06623
C: 2.50062 1.41207 -0.08169
C: 2.58952 -0.63377 1.21323
C: -2.75765 0.17927 0.49872
C: 1.78649 -0.02106 0.13908
N: 0.49382 0.09506 0.65475
O: -1.53676 0.92247 0.99106
H: -3.93383 1.59362 -2.69938
H: -0.47544 1.43891 -0.69986
H: -3.79118 -1.82391 0.46618
H: -2.35153 -1.92536 -0.42798
H: -2.33080 -1.84182 1.34253
H: 2.11564 -0.46044 -1.98878
H: 2.00723 -1.88099 -0.89386
H: 0.63434 -0.91238 -1.35532
H: 1.89455 2.16080 -0.57147
H: 3.41064 1.18775 -0.73294
H: 2.99509 1.83347 0.75171
H: 2.18198 -1.67051 1.43718
H: 3.65561 -0.56299 1.19295
H: 2.37474 -0.24213 2.28707
H: -3.40451 0.44461 1.41328

Cartesian forces, eV/Å:
1.1090 -0.9141 3.4274
-2.2248 -0.3659 -3.0118
-0.7256 0.7508 -1.8071
1.7481 -0.3710 1.4282
-1.0295 3.6262 -2.5970
0.8653 -2.0974 -2.5527
-0.8884 -1.9679 4.4459
0.2602 1.1011 1.9684
1.8332 2.4319 -0.1872
-1.0212 0.0026 1.8328
-1.2684 -1.5632 0.5721
-0.1147 0.4006 -0.7957
0.4676 -0.4664 0.9622
-0.8542 0.6696 -0.0946
0.2988 0.7655 -0.1531
-0.2476 0.8844 -1.0338
0.3711 -0.6353 0.8504
0.9970 -2.5604 0.3161
-0.0666 -0.6185 0.0780
-0.2263 0.0745 -0.1900
-1.2298 0.3323 0.3251
-0.2063 0.2471 1.5181
1.0068 0.6531 -0.7528
0.7374 -0.3953 -0.7754
0.0084 0.2912 -1.9327
0.4005 -0.2754 -1.8410

Its highest occupied orbital energy is -0.33689 Eh. Its SMILES is C#C[C@@H](C)O/C=N/C(C)(C)C. As for the energy above the lowest of the compared OMol25 structures with the same formula, charge and spin: 498.3 kJ/mol. As for the multiplicity: 1.

Results of the natural (NBO) charge analysis, in e, for atoms 1 through 4: atom 1 (C): -0.221, atom 2 (C): -0.030, atom 3 (C): 0.405, atom 4 (C): -0.642